# 1
# C32H27N2O7RuS

C32H27N2O7RuS as an isolated structure in a non-equilibrium geometry (ωB97M-V/def2-TZVPD, the Open Molecules 2025 dataset).

Last column: Mulliken charge in e.
Element x y z (Å)
Ru (0.00078, -0.79707, 0.53694)  0.03
C (4.86355, -5.11300, -1.46171)  -0.80
O (5.08662, -4.72084, -0.10948)  -0.44
C (4.15486, -3.99447, 0.51054)  0.90
C (4.43989, -3.69929, 1.86576)  -1.02
C (3.56085, -2.95032, 2.58005)  -1.07
C (2.35891, -2.44519, 2.01112)  0.22
C (1.41553, -1.79539, 2.86327)  1.24
C (1.64989, -1.59998, 4.33034)  -1.74
O (0.29101, -1.36665, 2.45392)  -0.45
C (2.09933, -2.74937, 0.63449)  0.89
O (1.00871, -2.36374, 0.00729)  -0.72
C (2.99625, -3.53944, -0.09253)  -0.57
H (5.70486, -5.74455, -1.72824)  0.24
H (4.83796, -4.23915, -2.11494)  0.34
H (3.93559, -5.67959, -1.55276)  0.34
H (5.35179, -4.08445, 2.29647)  0.47
H (3.78245, -2.73673, 3.61478)  0.41
H (1.65495, -2.55454, 4.85717)  0.40
H (0.86146, -0.97100, 4.73226)  0.39
H (2.61414, -1.12055, 4.49641)  0.45
H (2.76812, -3.73862, -1.12758)  0.50
C (-4.10239, 5.07056, -2.95563)  -1.48
C (-3.32859, 4.35554, -1.88720)  0.91
C (-3.52068, 4.66175, -0.54339)  -0.81
C (-2.79338, 4.02104, 0.44686)  -0.49
C (-1.85331, 3.07133, 0.07921)  0.20
C (-1.63279, 2.74948, -1.25529)  -0.37
C (-2.37988, 3.38917, -2.22501)  -1.11
S (-0.87991, 2.30264, 1.31861)  1.23
O (0.49733, 2.37984, 0.95537)  -0.68
O (-1.33381, 2.71140, 2.61183)  -0.67
N (-1.27615, 0.64017, 1.12074)  0.47
C (-2.59360, 0.23660, 1.30145)  0.32
C (-3.65362, 0.97014, 1.81172)  -0.60
C (-4.93812, 0.40752, 1.90021)  -1.14
C (-5.19226, -0.87492, 1.49681)  -0.85
C (-4.13990, -1.66916, 0.99177)  0.78
C (-4.29336, -3.00263, 0.55996)  -0.49
C (-3.20631, -3.69547, 0.09641)  -1.02
C (-1.95555, -3.06671, 0.06647)  -0.18
N (-1.79366, -1.81713, 0.46005)  0.36
C (-2.85548, -1.10690, 0.91515)  0.55
H (-4.99509, 5.54214, -2.54971)  0.37
H (-4.40375, 4.38745, -3.74913)  0.37
H (-3.48983, 5.85140, -3.40936)  0.32
H (-4.24829, 5.41361, -0.26683)  0.39
H (-2.93469, 4.26931, 1.48944)  0.56
H (-0.89198, 2.00975, -1.52799)  0.45
H (-2.21993, 3.14113, -3.26679)  0.43
H (-3.49701, 1.97204, 2.17356)  0.59
H (-5.73795, 1.01166, 2.30458)  0.43
H (-6.18692, -1.29439, 1.56284)  0.44
H (-5.27003, -3.46705, 0.59764)  0.46
H (-3.28832, -4.71711, -0.24347)  0.43
H (-1.06025, -3.57195, -0.27364)  0.63
O (0.37620, 0.04508, -1.26459)  -0.92
C (1.49358, 0.51529, -0.81385)  1.56
O (1.76623, 0.20997, 0.38806)  -0.67
C (2.36060, 1.34709, -1.64267)  0.46
C (2.06107, 1.52575, -2.99139)  -0.17
C (2.88348, 2.31946, -3.77161)  -0.85
C (3.99432, 2.93025, -3.20247)  -0.36
C (4.28685, 2.75463, -1.85570)  -0.83
C (3.47070, 1.96096, -1.06940)  -0.21
H (1.19514, 1.03709, -3.41689)  0.46
H (2.66339, 2.46278, -4.82048)  0.42
H (4.63790, 3.54913, -3.81355)  0.41
H (5.14849, 3.24047, -1.41962)  0.42
H (3.67400, 1.82372, -0.01662)  0.46

The HOMO-LUMO gap (spin up / spin down) is 0.189 / 0.213 Ha. Its charge is +1. The electronic energy comes out at -64347.2215 eV. The value obtained for the HOMO energy (spin up / spin down) is -10.7763 / -11.0736 eV.

=====

# 2
# C32H28AsCl2CoGeN4S5

C32H28AsCl2CoGeN4S5 as an isolated structure in a non-equilibrium geometry (ωB97M-V/def2-TZVPD, the Open Molecules 2025 dataset).

Last column: Mulliken spin population.
Element x y z (Å)
Co (0.42589, -1.14011, 0.09691)  1.94
Cl (-6.53262, -0.04283, 2.59983)  0.00
C (-5.51337, -0.17435, 4.00913)  0.00
Cl (-5.80530, -1.75527, 4.95290)  0.00
H (-5.67659, 0.65524, 4.68665)  0.00
H (-4.41727, -0.18342, 3.72245)  0.00
S (2.39735, -3.77068, 2.50094)  0.00
As (1.94699, -3.33461, 0.42452)  0.00
S (2.54942, -1.12286, -0.22292)  0.15
S (-0.32051, -3.11587, -0.15809)  -0.01
S (2.54880, -4.69032, -1.14116)  0.02
S (-0.25735, 0.96250, 0.25751)  0.06
C (0.84854, 1.34974, 1.56626)  -0.06
N (1.33087, 2.55272, 1.57336)  0.11
N (2.24952, 2.87026, 2.51517)  0.03
C (2.61278, 4.17797, 2.60191)  -0.01
C (3.92239, 4.57438, 2.93474)  0.01
C (4.29339, 5.88822, 2.74929)  -0.01
C (3.39216, 6.84750, 2.29943)  0.01
C (2.08818, 6.45859, 1.99376)  -0.01
C (1.68915, 5.11356, 2.15427)  0.01
N (1.12378, 0.40199, 2.55300)  0.08
N (0.40624, -0.69000, 2.34219)  -0.09
C (0.34096, -1.57955, 3.40379)  0.04
C (-0.70673, -2.53956, 3.46696)  -0.03
C (-0.93811, -3.36980, 4.49957)  0.03
C (-0.19058, -3.22614, 5.73774)  -0.04
C (0.86202, -2.32336, 5.74501)  0.02
C (1.13529, -1.53042, 4.60920)  -0.04
H (2.72801, 2.09379, 3.00160)  0.00
H (4.59597, 3.76741, 3.30021)  0.00
H (5.31788, 6.19380, 2.99083)  0.00
H (3.70498, 7.87794, 2.28057)  0.00
H (1.44568, 7.08944, 1.42140)  0.00
H (0.70564, 4.78839, 1.79645)  0.00
H (-1.38674, -2.60614, 2.63033)  -0.01
H (-1.86840, -3.94705, 4.33357)  0.00
H (-0.40189, -3.87842, 6.59155)  0.00
H (1.47473, -2.22134, 6.63268)  0.00
H (2.10885, -1.06911, 4.57611)  0.00
C (-4.65582, -0.00392, -1.22188)  0.00
C (-4.19687, -1.28652, -1.51643)  0.00
C (-2.86757, -1.49904, -1.81084)  0.01
C (-2.07942, -0.44314, -2.05000)  -0.06
C (-2.48821, 0.86060, -1.87661)  0.00
C (-3.81912, 1.08921, -1.41256)  0.00
Ge (-0.15074, -0.94368, -2.14143)  -0.04
C (-0.35005, -2.25826, -3.60199)  -0.01
C (-1.40036, -2.07787, -4.48171)  -0.01
C (-1.67423, -3.01156, -5.52998)  0.00
C (-0.95738, -4.20433, -5.48070)  0.00
C (0.16079, -4.29546, -4.69952)  0.00
C (0.46431, -3.40450, -3.67924)  -0.02
C (1.08047, 0.37601, -2.89248)  -0.03
C (0.68829, 1.64240, -3.20865)  -0.03
C (1.45696, 2.49154, -4.03280)  0.00
C (2.69629, 2.03849, -4.49131)  0.00
C (3.05395, 0.69682, -4.18763)  0.00
C (2.30575, -0.03005, -3.32815)  -0.01
H (-5.71120, 0.13878, -1.03333)  0.00
H (-5.02474, -2.02567, -1.61258)  0.00
H (-2.48543, -2.55183, -1.79231)  0.01
H (-1.79183, 1.65038, -2.05287)  0.00
H (-4.09477, 2.14885, -1.38235)  0.00
H (-2.01174, -1.17916, -4.50535)  0.00
H (-2.47815, -2.96068, -6.31345)  0.00
H (-1.16098, -5.06171, -6.15238)  0.00
H (0.84638, -5.20328, -4.78753)  0.00
H (1.21102, -3.68533, -2.91658)  0.00
H (-0.17578, 2.11346, -2.84715)  0.00
H (1.08532, 3.47240, -4.34524)  0.00
H (3.52922, 2.61803, -4.98030)  0.00
H (4.00497, 0.37861, -4.66729)  0.00
H (2.76067, -0.94183, -2.99697)  0.00

The HOMO-LUMO gap (spin up / spin down) is 0.190 / 0.187 Ha. As for the spin multiplicity: 3. Its charge is -2. The electronic energy comes out at -273799.9978 eV. The value obtained for the HOMO energy (spin up / spin down) is -1.9096 / -1.8480 eV.

=====

# 3
# C32H28ClMoN4O2

C32H28ClMoN4O2 as an isolated structure (ωB97M-V/def2-TZVPD, the Open Molecules 2025 dataset).

Last column: Mulliken charge in e.
Element x y z (Å)
Mo (0.58355, -0.09601, -0.06221)  0.01
O (0.19958, -1.37357, -1.50980)  0.66
C (0.09724, -2.64257, -1.84112)  0.10
C (-0.04693, -3.00676, -3.18664)  -0.80
C (-0.15261, -4.33814, -3.52279)  -0.63
C (-0.12807, -5.34212, -2.54457)  -0.91
C (0.00568, -4.98962, -1.22482)  -0.70
C (0.12336, -3.63727, -0.86230)  0.53
C (0.25198, -3.25914, 0.50664)  -0.33
N (0.40721, -2.06443, 0.96798)  0.46
C (0.54086, -1.98784, 2.42323)  -0.98
C (1.73492, -1.11472, 2.66528)  -0.83
N (1.44911, 0.14342, 1.97526)  -0.01
C (1.86302, 1.19547, 2.58926)  -0.05
C (1.74740, 2.54794, 2.13711)  0.57
C (2.28518, 3.60022, 2.89254)  -0.71
C (2.15210, 4.89929, 2.46399)  -0.82
C (1.46431, 5.16031, 1.27321)  -0.61
C (0.92279, 4.13893, 0.52112)  -0.84
C (1.07095, 2.81610, 0.94732)  0.34
O (0.55918, 1.82762, 0.22928)  0.17
H (-0.06596, -2.22961, -3.93971)  0.49
H (-0.26004, -4.61433, -4.56380)  0.47
H (-0.21451, -6.38049, -2.83048)  0.42
H (0.02488, -5.74788, -0.45072)  0.43
H (0.21386, -4.07633, 1.22769)  0.25
H (0.65956, -2.97789, 2.86484)  0.48
H (-0.34670, -1.51760, 2.85321)  0.15
H (2.62303, -1.56952, 2.21950)  0.13
H (1.91419, -0.95082, 3.72834)  0.59
H (2.35555, 1.05929, 3.55239)  0.29
H (2.80535, 3.37540, 3.81617)  0.42
H (2.56837, 5.71311, 3.04010)  0.42
H (1.35357, 6.18274, 0.93617)  0.44
H (0.38235, 4.33835, -0.39514)  0.51
N (0.05453, 0.98210, -2.01105)  -0.12
C (-1.36746, 1.20338, -2.15946)  -0.36
C (-1.87013, 1.84765, -3.25402)  -0.17
C (-3.25400, 2.07243, -3.39916)  -0.91
C (-4.12037, 1.64479, -2.43788)  -0.90
C (-3.63452, 0.97206, -1.29257)  0.38
C (-4.49348, 0.50659, -0.27140)  -0.60
C (-3.97365, -0.14188, 0.80766)  -1.20
C (-2.58112, -0.32349, 0.87284)  0.13
N (-1.74748, 0.09762, -0.04720)  1.07
C (-2.24865, 0.74635, -1.14530)  0.09
H (0.40935, 0.39440, -2.76229)  0.37
H (0.55570, 1.86404, -2.04731)  0.52
H (-1.18761, 2.18889, -4.02378)  0.56
H (-3.61920, 2.58569, -4.27782)  0.43
H (-5.18555, 1.81075, -2.53527)  0.43
H (-5.56002, 0.67060, -0.36422)  0.43
H (-4.59923, -0.51455, 1.60576)  0.48
H (-2.14339, -0.83894, 1.71920)  0.20
Cl (3.09672, 1.40319, -6.34400)  -0.22
C (3.04863, 0.92285, -4.67564)  0.37
C (3.18539, 1.87730, -3.68012)  -0.78
C (3.12698, 1.48469, -2.35088)  -0.30
C (2.92369, 0.15083, -1.98638)  -0.01
C (2.69902, -0.21860, -0.56037)  -1.14
C (2.83172, -0.78942, -3.01396)  0.00
C (2.88889, -0.41440, -4.34839)  -0.90
H (3.34411, 2.91364, -3.94685)  0.47
H (3.23512, 2.23550, -1.57404)  0.44
H (3.21620, 0.49852, 0.08587)  0.65
H (3.10126, -1.20966, -0.32743)  0.52
H (2.70590, -1.83699, -2.76812)  0.49
H (2.81714, -1.15446, -5.13456)  0.48

The HOMO-LUMO gap (spin up / spin down) is 0.260 / 0.261 Ha. Its charge is +1. The electronic energy comes out at -58069.2531 eV. The value obtained for the HOMO energy (spin up / spin down) is -10.3366 / -10.3385 eV.

=====

Quick rundown of relative energy (zero: lowest compared OMol25 entry of this formula, charge and spin), same order as above: 0.046 0.000 0.000 eV